Record 1
# C6H8N2O

A single C6H8N2O molecule at a distorted geometry (ωB97M-V with the def2-TZVPD basis set, OMol25).

M (g mol⁻¹): 124.14
HOMO energy (eV): -8.67
Calculated total energy (eV): -11376.4208
Spin multiplicity: 1
SMILES: CC(=O)c1nccn1C
LUMO (eV): 0.74
Frontier orbital gap (eV): 9.40

Atoms and positions in Å:
1 C -2.233 -0.907 0.750
2 C -1.480 -0.248 -0.463
3 O -2.032 0.206 -1.366
4 C 0.014 -0.493 -0.457
5 N 0.660 -1.736 -0.541
6 C 1.956 -1.424 -0.387
7 C 2.107 -0.085 -0.109
8 N 0.906 0.451 -0.137
9 C 0.517 1.896 -0.020
10 H -3.427 -0.660 0.541
11 H -2.225 -1.818 0.841
12 H -1.968 -0.252 1.532
13 H 2.769 -2.120 -0.401
14 H 3.087 0.575 0.371
15 H 1.493 2.545 -0.219
16 H -0.225 2.100 -0.823
17 H 0.081 1.969 0.887

From a Löwdin analysis of the wavefunction, the atomic charges in e read: C 0.041; C -0.400; O 0.149; C -0.225; N 0.112; C -0.189; C -0.135; N -0.125; C 0.033; H 0.153; H -0.035; H 0.063; H 0.089; H 0.187; H 0.140; H 0.100; H 0.043

Record 2
# C41H67N3O2P2Si6Sn

A molecular structure, C41H67N3O2P2Si6Sn (ωB97M-V with the def2-TZVPD basis set, OMol25).

M (g mol⁻¹): 983.18
HOMO energy (eV): -1.43
Calculated total energy (eV): -123853.4592
Spin multiplicity: 1
Total charge: -2
LUMO (eV): 4.24
Frontier orbital gap (eV): 5.66

Atoms and positions in Å:
1 Sn -0.513 -1.491 -0.174
2 C -1.423 1.331 -5.412
3 Si -0.965 0.018 -4.117
4 C 0.535 -0.897 -4.826
5 C -2.376 -1.245 -4.203
6 N -0.631 0.541 -2.563
7 P -0.846 1.742 -1.557
8 C -0.698 1.515 0.091
9 P -1.675 0.953 1.284
10 N -1.267 -0.541 1.863
11 Si -1.669 -1.315 3.358
12 C -1.288 -3.149 3.296
13 C -0.658 -0.590 4.777
14 C -3.483 -1.295 3.894
15 C -1.634 2.122 2.725
16 C -0.476 2.864 2.947
17 C -0.373 3.716 4.036
18 C -1.440 3.868 4.912
19 C -2.616 3.169 4.679
20 C -2.706 2.305 3.595
21 C -3.480 0.937 0.938
22 C -4.191 2.136 0.880
23 C -5.548 2.143 0.602
24 C -6.211 0.948 0.346
25 C -5.508 -0.246 0.365
26 C -4.152 -0.250 0.669
27 C 0.398 3.054 -1.959
28 C 0.494 3.582 -3.244
29 C 1.466 4.520 -3.563
30 C 2.372 4.938 -2.595
31 C 2.288 4.418 -1.311
32 C 1.302 3.490 -0.997
33 C -2.406 2.603 -2.048
34 C -2.585 3.982 -1.960
35 C -3.774 4.573 -2.368
36 C -4.807 3.791 -2.870
37 C -4.649 2.414 -2.939
38 C -3.461 1.829 -2.525
39 H -1.863 0.837 -6.285
40 H -0.543 1.883 -5.751
41 H -2.155 2.048 -5.031
42 H 0.225 -1.677 -5.529
43 H 1.097 -1.373 -4.020
44 H 1.216 -0.220 -5.349
45 H -2.366 -1.744 -5.178
46 H -3.363 -0.794 -4.072
47 H -2.254 -2.011 -3.431
48 H -0.402 -3.382 2.709
49 H -2.111 -3.703 2.838
50 H -1.147 -3.527 4.313
51 H 0.409 -0.623 4.542
52 H -0.817 -1.178 5.687
53 H -0.916 0.449 4.990
54 H -4.135 -1.669 3.101
55 H -3.855 -0.324 4.207
56 H -3.575 -1.976 4.747
57 H 0.343 2.756 2.251
58 H 0.546 4.267 4.200
59 H -1.361 4.537 5.761
60 H -3.466 3.296 5.340
61 H -3.636 1.787 3.413
62 H -3.670 3.069 1.061
63 H -6.085 3.083 0.561
64 H -7.271 0.954 0.116
65 H -6.015 -1.181 0.155
66 H -3.607 -1.187 0.700
67 H -0.199 3.252 -4.006
68 H 1.522 4.919 -4.569
69 H 3.139 5.663 -2.843
70 H 2.993 4.733 -0.550
71 H 1.208 3.080 0.002
72 H -1.784 4.600 -1.572
73 H -3.891 5.649 -2.302
74 H -5.732 4.253 -3.197
75 H -5.456 1.790 -3.305
76 H -3.337 0.754 -2.574
77 O 1.532 0.653 2.243
78 H 1.350 1.027 1.362
79 H 0.704 0.162 2.376
80 O -2.260 -5.621 0.323
81 C -1.584 -4.632 0.346
82 N -0.892 -3.669 0.372
83 C 2.135 -5.341 0.412
84 Si 2.574 -3.941 -0.781
85 C 1.432 -4.076 -2.283
86 C 4.262 -4.459 -1.491
87 Si 2.220 -1.839 0.266
88 Si 3.435 -2.141 2.300
89 C 5.016 -3.117 1.877
90 C 4.115 -0.721 3.348
91 C 2.519 -3.218 3.566
92 Si 3.684 -0.351 -0.874
93 C 2.935 0.704 -2.252
94 C 4.522 0.868 0.314
95 C 5.137 -1.232 -1.718
96 H 2.193 -6.308 -0.096
97 H 1.123 -5.208 0.793
98 H 2.816 -5.369 1.267
99 H 1.482 -5.079 -2.719
100 H 1.719 -3.357 -3.056
101 H 0.394 -3.880 -2.009
102 H 4.193 -5.526 -1.727
103 H 5.099 -4.318 -0.805
104 H 4.492 -3.925 -2.415
105 H 5.621 -2.585 1.139
106 H 4.789 -4.106 1.473
107 H 5.626 -3.252 2.777
108 H 4.887 -0.152 2.831
109 H 4.565 -1.177 4.236
110 H 3.335 -0.025 3.653
111 H 2.629 -4.281 3.338
112 H 1.452 -3.004 3.602
113 H 2.926 -3.037 4.565
114 H 1.851 0.610 -2.326
115 H 3.362 0.415 -3.217
116 H 3.162 1.759 -2.084
117 H 3.841 1.249 1.078
118 H 4.902 1.715 -0.267
119 H 5.369 0.402 0.825
120 H 4.793 -1.800 -2.586
121 H 5.676 -1.918 -1.061
122 H 5.840 -0.471 -2.074

Löwdin population analysis, charges in e, atoms 1 to 99: Sn 0.946; C -0.192; Si 0.261; C -0.180; C -0.193; N -0.307; P 0.582; C -0.480; P 0.579; N -0.413; Si 0.322; C -0.193; C -0.164; C -0.177; C -0.264; C -0.083; C -0.087; C -0.116; C -0.103; C -0.114; C -0.279; C -0.105; C -0.097; C -0.109; C -0.089; C -0.100; C -0.284; C -0.085; C -0.100; C -0.119; C -0.105; C -0.100; C -0.266; C -0.087; C -0.104; C -0.117; C -0.097; C -0.108; H 0.017; H 0.008; H 0.010; H 0.016; H -0.003; H 0.016; H 0.015; H 0.006; H 0.015; H -0.010; H 0.025; H 0.032; H 0.019; H 0.024; H 0.014; H 0.017; H 0.005; H 0.025; H 0.072; H 0.096; H 0.088; H 0.092; H 0.088; H 0.113; H 0.096; H 0.089; H 0.097; H 0.082; H 0.081; H 0.090; H 0.086; H 0.094; H 0.072; H 0.105; H 0.089; H 0.087; H 0.098; H 0.082; O -0.151; H -0.011; H -0.026; O -0.003; C -0.571; N -0.102; C -0.222; Si 0.317; C -0.232; C -0.233; Si 0.300; Si 0.357; C -0.236; C -0.228; C -0.210; Si 0.351; C -0.204; C -0.228; C -0.239; H 0.023; H 0.004; H 0.000; H 0.024